Formula: C19H18F6IO3S2
Source: the OMol25 dataset
Level of theory: the ωB97M-V functional and the def2-TZVPD basis

Summary:
Kohn-Sham gap ... 3.62 eV
HOMO energy ... -1.375 eV
Net charge ... -1

The geometry in XYZ format:
```
49
C19H18F6IO3S2, DFT the ωB97M-V functional and the def2-TZVPD basis
C -5.09932 -0.24182 -4.03592
C -3.82021 -0.27930 -3.26916
C -3.47939 -1.45181 -2.55286
C -2.24833 -1.48713 -1.92359
C -1.36424 -0.42990 -1.99247
C 0.01169 -0.89762 -1.56433
S 1.38849 -0.27470 -2.57232
C 2.61801 -1.63399 -2.22359
F 3.42786 -1.70664 -3.29338
F 3.37235 -1.45857 -1.11597
F 1.96181 -2.81830 -2.10837
O 0.81065 -0.51949 -3.87723
O 1.99643 0.98225 -2.22971
C -1.69753 0.72778 -2.68951
C -2.94627 0.81699 -3.30075
H -5.37878 0.80304 -4.23474
H -5.00526 -0.76020 -5.00476
H -5.87740 -0.74360 -3.44760
H -4.13450 -2.33389 -2.51463
H -1.86431 -2.37603 -1.43079
H -0.05874 -2.00811 -1.73247
H -0.97346 1.53647 -2.72482
H -3.23365 1.73987 -3.84642
C 3.64229 0.87007 4.00285
C 2.06729 0.59205 3.76779
C 1.21254 0.39029 4.99616
C 1.44088 1.45790 2.63917
C 0.03784 1.64246 2.50812
I -1.43603 1.72087 4.04111
C -0.52280 1.77360 1.25861
C 0.35843 1.76730 0.17415
C 1.71618 2.11973 0.34017
C 2.25050 2.01052 1.61444
O 2.63407 -0.56082 3.53992
S 0.56935 -1.01234 -0.01521
C -0.21747 -2.28471 0.99212
F -1.58319 -2.45243 0.95135
F 0.31446 -3.54318 0.88054
F 0.11674 -1.75058 2.24050
H 3.73027 1.84897 4.45792
H 3.99536 0.14530 4.73459
H 4.25992 0.83458 3.10897
H 1.10537 1.30480 5.55877
H 0.24198 -0.02862 4.69190
H 1.75151 -0.36147 5.58200
H -1.59680 1.82769 1.11201
H -0.06924 1.69018 -0.83986
H 2.30982 2.45378 -0.51331
H 3.26483 2.35873 1.86059
```

=====

Formula: C19H18IrN3O5S
Source: the OMol25 dataset
Level of theory: the ωB97M-V functional and the def2-TZVPD basis

Summary:
Kohn-Sham gap ... 6.99 eV
HOMO energy ... -8.549 eV
Energy above the lowest of the compared OMol25 structures with the same formula, charge and spin ... 0.889 eV

The geometry in XYZ format:
```
47
C19H18IrN3O5S, DFT the ωB97M-V functional and the def2-TZVPD basis
Ir 1.82956 -0.12327 0.01991
O 3.90101 -0.10621 -3.47850
C 3.46227 -0.16939 -2.35366
O 2.20625 -0.21388 -2.00679
C 4.42533 -0.21297 -1.17359
C 5.80233 -0.21039 -1.21688
C 6.49488 -0.21037 -0.00673
C 5.81388 -0.21551 1.20926
C 4.43575 -0.21803 1.17998
N 3.80852 -0.22555 0.00590
C 3.48728 -0.17743 2.37098
O 3.94123 -0.11888 3.49079
O 2.22797 -0.22074 2.03958
H 6.29099 -0.20020 -2.18069
H 7.57695 -0.19005 -0.01163
H 6.31011 -0.20824 2.16920
C -4.12938 -1.37673 -1.40513
C -3.68690 -1.64880 0.02354
N -2.27920 -2.06484 0.09336
C -2.02103 -3.50510 0.12088
C -1.79807 -4.03077 1.53255
C -1.30037 -1.15409 0.06703
S 0.31076 -1.77810 0.10535
N -1.69706 0.11912 0.01221
C -0.89687 1.15919 0.02205
O 0.37006 1.20174 0.10535
C -1.55040 2.49971 -0.05649
C -0.77523 3.65582 -0.01237
C -1.38054 4.90083 -0.06773
C -2.76183 4.99773 -0.16970
C -3.53689 3.84745 -0.22009
C -2.93433 2.60128 -0.16305
H -5.17463 -1.06594 -1.42513
H -4.02713 -2.27095 -2.02240
H -3.52109 -0.58494 -1.84053
H -4.27030 -2.45935 0.46088
H -3.81484 -0.76417 0.64124
H -1.16558 -3.72612 -0.51809
H -2.89286 -3.98566 -0.32234
H -0.92931 -3.56139 1.99164
H -1.63333 -5.10825 1.50556
H -2.66931 -3.83262 2.15867
H 0.29871 3.56807 0.06730
H -0.77376 5.79577 -0.02823
H -3.23409 5.97090 -0.21041
H -4.61347 3.92349 -0.29987
H -3.52601 1.69786 -0.20321
```

=====

Formula: C19H18IrN5O5S3Si
Source: the OMol25 dataset
Level of theory: the ωB97M-V functional and the def2-TZVPD basis

Summary:
Kohn-Sham gap (alpha / beta) ... 6.77 / 5.18 eV
HOMO energy (alpha / beta) ... -7.135 / -7.626 eV
Energy above the lowest of the compared OMol25 structures with the same formula, charge and spin ... 0.457 eV
Multiplicity ... 5

The geometry in XYZ format:
```
52
C19H18IrN5O5S3Si, DFT the ωB97M-V functional and the def2-TZVPD basis
Ir -0.71713 -1.19811 0.23957
N 0.08541 0.68307 3.16698
C 0.97575 -0.28940 2.89258
N 0.86151 -1.12352 1.89161
C 1.92738 -1.99976 1.80438
C 2.87691 -1.82538 2.74964
S 2.44125 -0.53000 3.80679
C 1.87251 -2.98598 0.73360
C 2.72822 -3.99965 0.47148
S 2.17673 -4.91236 -0.88697
C 0.79597 -3.85200 -1.01458
N 0.79175 -2.91166 -0.11885
N -0.13331 -3.98236 -1.98345
H -0.83838 0.55663 2.76959
H 0.15184 1.18585 4.03277
H 3.79972 -2.36131 2.89297
H 3.63058 -4.27633 0.98989
H -0.18064 -4.83509 -2.50942
H -0.97690 -3.44197 -1.87349
O -4.92344 -3.68582 4.44894
C -4.12958 -3.20356 3.69461
C -3.23164 -3.97079 2.72111
O -3.04762 -5.15964 2.71250
C -2.57100 -2.93861 1.87988
C -2.83849 -1.63298 2.42438
O -2.26315 -0.61370 1.98213
C -3.84949 -1.71429 3.50020
O -4.35799 -0.80545 4.10709
O -1.85457 -3.09464 0.87282
C 0.23891 3.84209 -4.32206
Si 1.25136 3.15956 -2.88211
C 2.48058 1.88431 -3.50920
C 2.23408 4.56534 -2.08706
C -0.02451 2.61526 -1.58054
C -0.78748 3.60485 -0.96380
C -1.74355 3.30044 -0.00368
C -1.90931 1.97634 0.35071
N -1.19652 1.00747 -0.21771
C -0.28615 1.29787 -1.17094
S 0.49654 -0.14171 -1.75782
H 0.88861 4.26429 -5.09263
H -0.43861 4.63168 -3.98931
H -0.36666 3.06175 -4.78736
H 3.16867 2.36953 -4.20773
H 1.99343 1.06032 -4.02884
H 3.06975 1.45674 -2.69721
H 2.93286 4.99817 -2.80701
H 2.81605 4.21099 -1.23370
H 1.58720 5.37164 -1.73434
H -0.62936 4.64373 -1.23602
H -2.34537 4.06734 0.46269
H -2.63273 1.67082 1.09686
```

=====

Formula: C19H18LiN13O3
Source: the OMol25 dataset
Level of theory: the ωB97M-V functional and the def2-TZVPD basis

Summary:
Kohn-Sham gap ... 7.62 eV
HOMO energy ... -7.953 eV
Energy above the lowest of the compared OMol25 structures with the same formula, charge and spin ... 0.308 eV

The geometry in XYZ format:
```
54
C19H18LiN13O3, DFT the ωB97M-V functional and the def2-TZVPD basis
Li 0.39477 -0.47668 -0.72434
N -3.43558 1.50224 -1.33774
C -2.36295 0.72136 -1.55633
N -1.15000 1.01843 -1.23238
C -0.91097 2.19022 -0.53242
N 0.27098 2.51449 -0.12215
N 1.22709 1.56703 -0.45465
C 2.41755 2.00225 -0.38910
C 3.56211 1.14586 -0.73866
C 4.85344 1.61498 -0.52779
C 5.92250 0.80805 -0.88306
C 5.65872 -0.42979 -1.43944
C 4.33176 -0.81306 -1.60985
N 3.30061 -0.05218 -1.26922
C -2.03817 3.07867 -0.22292
C -1.88668 4.27945 0.47458
C -2.98383 5.06234 0.76088
C -4.25630 4.65472 0.35328
C -4.42601 3.47774 -0.34198
C -3.31208 2.69070 -0.63156
H -4.34951 1.10234 -1.47641
H -2.54308 -0.23210 -2.03707
H 2.61175 3.03300 -0.09044
H 5.00944 2.59380 -0.09285
H 6.94001 1.14323 -0.72983
H 6.45613 -1.09429 -1.74185
H 4.08906 -1.77735 -2.03802
H -0.89158 4.57106 0.77983
H -2.86197 5.99165 1.30029
H -5.11802 5.26745 0.58289
H -5.40967 3.15667 -0.66164
N -0.37673 -0.20710 1.45270
N -0.04561 -1.31611 2.24792
C 0.68183 -2.32805 1.70221
N 0.66243 -3.48968 2.35651
N 1.33552 -2.02532 0.58021
N 2.05710 -3.02229 -0.00902
O 2.18562 -2.92935 -1.21535
O 2.57507 -3.92392 0.64906
H -0.05558 0.63534 1.91503
H -1.38731 -0.16597 1.33074
H -0.68447 -1.57203 2.98714
H -0.18697 -3.77280 2.82387
H 1.28408 -4.20399 2.01060
N -0.64283 -4.07967 -0.97424
C -1.29199 -2.91403 -0.73051
O -1.03267 -1.89513 -1.39792
C -2.27176 -2.91162 0.32990
C -2.98955 -1.72810 0.56403
N -3.54414 -0.73186 0.77428
C -2.31924 -3.93477 1.29342
N -2.30304 -4.80164 2.06192
H 0.09903 -4.07311 -1.65320
H -0.85832 -4.92113 -0.46937
```